No. 1
C14H18ClNO2 in the gas phase. Source: OMol25; level of theory: the ωB97M-V functional and the def2-TZVPD basis.

Properties
- Gap between HOMO and LUMO: 9.053 eV
- LUMO energy: 0.7 eV
- E_tot: -1209.7184 Ha
- Energy above the lowest of the compared OMol25 structures with the same formula, charge and spin: 9.8 kcal/mol
- M: 267.76 g mol⁻¹

CARTESIAN COORDINATES (ANGSTROEM)
C1 0.13 -0.01 3.27
O1 0.23 -0.58 1.99
C2 1.03 -1.65 1.81
C3 1.61 -2.39 2.84
C4 2.34 -3.54 2.57
C5 2.49 -3.96 1.26
Cl1 3.36 -5.41 0.91
C6 1.96 -3.22 0.22
C7 1.25 -2.06 0.48
N1 0.73 -1.29 -0.57
C8 0.94 0.06 -0.70
O2 1.62 0.69 0.07
C9 0.23 0.67 -1.89
C10 -0.44 1.99 -1.49
C11 -1.08 2.70 -2.70
C12 -2.53 2.99 -2.30
C13 -2.86 1.86 -1.33
C14 -1.59 1.76 -0.49
H1 1.11 0.27 3.66
H2 -0.48 0.89 3.15
H3 -0.36 -0.68 3.98
H4 1.48 -2.09 3.86
H5 2.77 -4.11 3.37
H6 2.10 -3.54 -0.81
H7 0.37 -1.80 -1.37
H8 -0.51 -0.02 -2.30
H9 0.98 0.87 -2.66
H10 0.33 2.62 -1.03
H11 -0.54 3.61 -2.97
H12 -1.07 2.04 -3.57
H13 -3.20 3.02 -3.16
H14 -2.59 3.95 -1.78
H15 -3.03 0.93 -1.88
H16 -3.74 2.06 -0.73
H17 -1.59 2.54 0.26
H18 -1.49 0.80 0.02

No. 2
A molecular structure, C14H18CoF5N5O13P2. Source: OMol25; level of theory: the ωB97M-V functional and the def2-TZVPD basis.

Properties
- <S²>: 0.77
- Multiplicity: 2
- Gap between HOMO and LUMO (alpha / beta): 4.846 / 4.880 eV
- Charge: -2
- LUMO energy (alpha / beta): 2.6 / 2.6 eV
- E_tot: -4361.2845 Ha
- Energy above the lowest of the compared OMol25 structures with the same formula, charge and spin: 26.9 kcal/mol
- M: 680.19 g mol⁻¹

CARTESIAN COORDINATES (ANGSTROEM)
Co1 -0.72 -0.27 0.11
O1 -3.84 -0.47 -3.04
P1 -2.69 -1.26 -2.20
O2 -3.04 -2.69 -2.18
O3 -2.46 -0.45 -0.95
O4 -1.39 -1.03 -3.16
P2 -0.39 0.24 -2.96
O5 -1.44 1.49 -2.84
O6 0.43 0.39 -4.17
O7 0.26 0.09 -1.61
H1 -3.60 0.46 -3.05
H2 -1.65 1.58 -1.89
C1 -0.69 -4.98 1.86
N1 -1.18 -4.10 0.82
C2 -2.21 -3.16 1.26
C3 -0.29 -3.62 -0.11
N2 -0.20 -2.38 -0.36
N3 0.49 -4.61 -0.74
C4 1.57 -4.14 -1.58
C5 -0.21 -5.75 -1.30
H3 -0.30 -4.40 2.71
H4 0.10 -5.62 1.48
H5 -1.51 -5.60 2.23
H6 -3.03 -3.75 1.69
H7 -2.57 -2.59 0.41
H8 -1.83 -2.45 2.00
H9 0.36 -2.17 -1.18
H10 1.22 -3.70 -2.52
H11 2.21 -4.99 -1.82
H12 2.16 -3.40 -1.04
H13 -1.13 -5.92 -0.74
H14 0.42 -6.65 -1.24
H15 -0.48 -5.57 -2.35
F1 2.11 -0.36 0.50
C6 0.95 0.15 1.07
F2 -1.65 -0.34 1.75
C7 1.10 -0.22 2.55
F3 2.39 -0.04 3.01
F4 0.82 -1.51 2.77
F5 0.34 0.53 3.36
O8 -0.75 2.15 0.18
C8 0.34 2.42 0.63
O9 1.25 1.61 1.11
C9 0.81 3.85 0.70
C10 -0.09 4.85 0.34
C11 0.32 6.17 0.40
C12 1.59 6.53 0.80
C13 2.45 5.51 1.15
C14 2.09 4.18 1.12
N4 3.82 5.87 1.59
O10 4.11 7.06 1.61
O11 4.57 4.97 1.91
N5 -0.63 7.24 0.03
O12 -1.73 6.90 -0.36
O13 -0.21 8.38 0.03
H16 -1.08 4.59 0.01
H17 1.89 7.57 0.83
H18 2.79 3.40 1.40

No. 3
A molecular structure, C14H18CoGeN3OS2. Source: OMol25; level of theory: the ωB97M-V functional and the def2-TZVPD basis.

Properties
- <S²>: 3.76
- Multiplicity: 4
- Gap between HOMO and LUMO (alpha / beta): 6.186 / 6.634 eV
- Charge: -1
- LUMO energy (alpha / beta): 2.2 / 2.1 eV
- E_tot: -5039.9002 Ha
- M: 440.00 g mol⁻¹

CARTESIAN COORDINATES (ANGSTROEM)
Co1 0.57 0.46 0.14
S1 0.40 -0.17 2.44
C1 -0.06 -1.69 1.80
S2 -0.15 -1.78 0.08
C2 -0.35 -2.77 2.63
C3 -0.34 -2.63 4.02
N1 -0.36 -2.53 5.17
C4 -0.64 -4.05 2.15
N2 -0.89 -5.12 1.82
O1 0.71 0.45 -2.27
C5 2.04 0.16 -2.61
C6 2.99 0.14 -1.44
C7 4.33 -0.15 -1.66
C8 5.23 -0.12 -0.60
C9 4.73 0.22 0.66
C10 3.40 0.51 0.80
N3 2.52 0.48 -0.22
H1 0.26 -0.36 -1.99
H2 2.36 0.96 -3.29
H3 2.12 -0.79 -3.16
H4 4.65 -0.42 -2.66
H5 6.28 -0.32 -0.76
H6 5.39 0.25 1.51
H7 2.99 0.77 1.76
C11 -3.00 0.09 -1.94
Ge1 -2.75 1.10 -0.23
C12 -3.93 2.71 -0.40
C13 -3.47 -0.01 1.26
C14 -0.93 1.76 0.09
H8 -4.06 -0.12 -2.09
H9 -2.46 -0.85 -1.92
H10 -2.65 0.68 -2.78
H11 -4.96 2.40 -0.57
H12 -3.62 3.32 -1.24
H13 -3.90 3.32 0.50
H14 -4.55 -0.07 1.23
H15 -3.19 0.42 2.22
H16 -3.07 -1.02 1.21
H17 -0.94 2.28 1.05
H18 -0.68 2.49 -0.70

No. 4
C14H18N2O2 in the gas phase. Source: OMol25; level of theory: the ωB97M-V functional and the def2-TZVPD basis.

Properties
- Gap between HOMO and LUMO: 8.565 eV
- LUMO energy: 0.8 eV
- E_tot: -804.3112 Ha
- Energy above the lowest of the compared OMol25 structures with the same formula, charge and spin: 10.3 kcal/mol
- M: 246.31 g mol⁻¹

CARTESIAN COORDINATES (ANGSTROEM)
C1 -4.70 -1.96 -1.28
C2 -5.27 -1.09 -0.17
O1 -4.25 -0.58 0.69
C3 -3.59 0.51 0.24
O2 -3.82 1.08 -0.80
N1 -2.67 0.89 1.15
C4 -1.72 1.95 0.90
C5 -0.33 1.47 0.55
C6 0.49 2.30 -0.23
C7 1.78 1.96 -0.57
C8 2.27 0.74 -0.12
C9 1.46 -0.12 0.66
C10 0.16 0.25 1.00
C11 2.25 -1.27 0.94
C12 3.46 -1.08 0.35
C13 4.65 -1.97 0.33
N2 3.48 0.13 -0.30
C14 4.60 0.65 -1.04
H1 -5.51 -2.37 -1.87
H2 -4.11 -2.77 -0.86
H3 -4.06 -1.36 -1.92
H4 -5.93 -1.66 0.48
H5 -5.82 -0.24 -0.60
H6 -2.54 0.30 1.96
H7 -2.12 2.53 0.06
H8 -1.67 2.60 1.78
H9 0.09 3.25 -0.56
H10 2.38 2.63 -1.17
H11 -0.45 -0.41 1.59
H12 1.95 -2.12 1.52
H13 4.44 -2.87 0.91
H14 4.91 -2.27 -0.69
H15 5.52 -1.48 0.77
H16 5.46 0.79 -0.38
H17 4.33 1.61 -1.47
H18 4.88 -0.03 -1.84

No. 5
C14H18N2O5 in the gas phase. Source: OMol25; level of theory: the ωB97M-V functional and the def2-TZVPD basis.

Properties
- Gap between HOMO and LUMO: 9.667 eV
- LUMO energy: 0.4 eV
- E_tot: -1029.9189 Ha
- Energy above the lowest of the compared OMol25 structures with the same formula, charge and spin: 100.0 kcal/mol
- M: 294.31 g mol⁻¹

CARTESIAN COORDINATES (ANGSTROEM)
N1 -0.81 -1.75 1.91
C1 -0.16 -1.41 0.64
C2 -1.09 -1.05 -0.58
C3 -2.44 -0.48 -0.34
C4 -3.48 -0.98 -1.07
C5 -4.82 -0.55 -0.88
C6 -5.17 0.54 -0.05
C7 -4.03 1.12 0.56
C8 -2.78 0.56 0.55
C9 0.63 -0.21 0.99
O1 0.24 0.73 1.69
N2 2.00 -0.48 0.90
C10 2.57 -0.68 -0.43
C11 2.60 0.69 -1.31
C12 3.13 2.14 -0.75
C13 2.01 2.65 0.09
O2 1.93 2.98 1.27
O3 0.85 2.42 -0.49
C14 3.95 -1.41 -0.20
O4 4.66 -1.68 -1.12
O5 4.12 -1.66 1.12
H1 -0.37 -2.46 2.49
H2 -1.75 -1.99 1.59
H3 0.55 -2.32 0.33
H4 -0.73 -0.24 -1.23
H5 -1.08 -1.99 -1.25
H6 -3.26 -1.79 -1.76
H7 -5.60 -0.94 -1.47
H8 -6.15 0.89 0.15
H9 -4.07 2.05 1.06
H10 -1.83 0.90 1.14
H11 2.34 0.46 1.28
H12 2.00 -1.45 -0.93
H13 3.33 0.29 -2.24
H14 1.65 0.67 -1.75
H15 3.26 2.88 -1.51
H16 4.11 2.18 -0.22
H17 0.26 2.57 0.24
H18 3.42 -1.21 1.60

No. 6
C14H18N2O5 in the gas phase. Source: OMol25; level of theory: the ωB97M-V functional and the def2-TZVPD basis.

Properties
- Gap between HOMO and LUMO: 8.687 eV
- LUMO energy: 0.5 eV
- E_tot: -1029.9750 Ha
- Energy above the lowest of the compared OMol25 structures with the same formula, charge and spin: 64.8 kcal/mol
- M: 294.31 g mol⁻¹

CARTESIAN COORDINATES (ANGSTROEM)
C1 1.36 0.94 -5.21
O1 2.01 0.83 -3.97
C2 2.02 2.02 -3.23
C3 2.80 1.80 -1.94
N1 2.22 0.74 -1.15
C4 2.92 -0.34 -0.77
O2 4.12 -0.46 -0.90
C5 2.07 -1.46 -0.14
C6 2.05 -2.65 -1.09
O3 0.73 -1.02 0.09
C7 0.32 -0.89 1.37
O4 1.03 -1.14 2.32
C8 -1.06 -0.43 1.42
C9 -1.87 -0.17 0.31
C10 -3.09 0.25 0.84
O5 -4.32 0.66 0.47
C11 -4.99 0.90 1.62
C12 -4.24 0.67 2.74
C13 -2.98 0.24 2.24
N2 -1.75 -0.18 2.59
C14 -1.28 -0.31 3.94
H1 0.31 1.22 -5.08
H2 1.85 1.70 -5.84
H3 1.43 -0.03 -5.69
H4 0.98 2.32 -3.00
H5 2.48 2.84 -3.81
H6 3.82 1.49 -2.16
H7 2.82 2.74 -1.36
H8 1.21 0.71 -1.07
H9 2.52 -1.73 0.82
H10 1.56 -2.37 -2.02
H11 3.07 -2.95 -1.30
H12 1.51 -3.48 -0.64
H13 -1.59 -0.29 -0.71
H14 -6.00 1.24 1.53
H15 -4.55 0.79 3.76
H16 -0.25 -0.66 3.93
H17 -1.32 0.65 4.45
H18 -1.90 -1.03 4.48